i) ORCA calculation (ωB97M-V/def2-TZVPD) on a 2-piece molecular cluster, C3H6N3 overall.

As for the total charge: +1. The highest occupied orbital energy (alpha / beta) is -13.49 / -13.49 eV. For the LUMO energy (alpha / beta), the calculation gives -0.191 / -0.191 hartree. Its orbital gap (alpha / beta) is 8.30 / 8.30 eV.

Cartesian coordinates (Å):
C: -0.86960 -1.75290 -0.66994
C: 1.11927 -0.22594 -0.47961
C: 0.42495 2.11169 -0.18417
N: -1.21397 -1.70225 0.45843
N: -1.40381 -1.31198 1.56557
N: 1.11400 0.90130 -0.28257
H: -0.79504 -2.38362 -1.52149
H: 1.67517 -1.21575 -0.44873
H: 0.12491 2.46931 0.83371
H: 0.99530 2.92656 -0.66529
H: -0.46599 1.92289 -0.82094
H: -0.70518 -1.73931 2.21501

=====

ii) ORCA calculation (ωB97M-V/def2-TZVPD) on an isolated ion of composition C3H6N3 and charge +1.

As for the total charge: +1. As for the SMILES: C[N+]1=CN=NC1. The highest occupied orbital energy is -15.94 eV. For the LUMO energy, the calculation gives -0.240 hartree. Its orbital gap is 9.40 eV.

Cartesian coordinates (Å):
C: 1.25109 0.55679 0.21330
C: 0.04808 -0.92613 -0.82814
C: -1.14337 0.54676 0.81539
N: 2.08148 -0.20044 -0.62756
N: 1.35137 -1.07165 -1.21891
N: 0.00846 0.13455 0.09170
H: 1.76446 1.43042 0.78010
H: -0.56262 -0.70594 -1.72320
H: -0.48883 -1.84482 -0.60389
H: -1.88519 1.15009 0.33575
H: -0.68733 1.29647 1.44415
H: -1.73760 -0.36609 1.32132

=====

ii) is the most stable structure; the next one sits 240.2 kJ/mol above it.